# 1
Computed, not measured: a structure of composition C29H43BCaF5N7O2PSi at a distorted geometry, with the ωB97M-V functional and the def2-TZVPD basis.

```
90
Properties=species:S:1:pos:R:3:forces:R:3:lowdin_charge:R:1
Ca 0.1751 -0.0379 0.8595 0.04 0.74 -1.01 1.3160
C -0.5511 -2.7261 3.4658 0.00 -0.01 -0.03 -0.0286
C -0.2085 -3.2304 2.0904 0.14 0.41 -0.12 -0.3481
C -0.5205 -4.5117 1.6916 0.02 -0.19 -0.08 -0.0720
C -0.2527 -4.8696 0.3655 -0.03 0.00 0.03 -0.0923
C 0.2920 -3.9661 -0.5116 0.09 0.12 0.22 -0.0413
C 0.6090 -2.6496 -0.0568 0.06 0.24 -0.12 -0.4632
N 0.3669 -2.3421 1.2616 0.02 -0.65 -0.17 -0.0033
N 1.0730 -1.6332 -0.8201 -0.39 -0.55 0.74 -0.1283
Si 1.9751 -1.7452 -2.2455 -0.27 0.14 0.10 0.3043
C 1.2019 -2.6819 -3.6701 -0.19 -0.17 -0.29 -0.1913
C 2.2577 -0.0240 -2.8993 0.13 0.40 -0.04 -0.1613
C 3.6372 -2.5242 -1.9322 0.42 -0.19 0.10 -0.1749
H -0.3418 -3.4799 4.2254 -0.04 -0.03 0.02 0.0724
H -1.6144 -2.4760 3.5048 0.02 0.01 -0.02 0.0831
H 0.0015 -1.8172 3.7002 0.03 -0.03 -0.04 0.0646
H -0.9825 -5.2011 2.3858 0.01 -0.01 -0.03 0.0972
H -0.5017 -5.8679 0.0184 0.01 0.03 0.01 0.0975
H 0.4602 -4.2269 -1.5453 0.01 0.00 -0.04 0.0740
H 0.1585 -2.3759 -3.8092 0.09 -0.04 -0.02 0.0296
H 1.2174 -3.7671 -3.5333 0.00 0.06 -0.03 0.0122
H 1.7503 -2.4571 -4.5925 -0.07 -0.04 0.02 0.0235
H 1.3141 0.4223 -3.2314 0.08 -0.01 0.05 0.0111
H 2.9457 -0.0532 -3.7531 -0.08 0.06 0.06 0.0314
H 2.6881 0.6426 -2.1397 -0.10 -0.16 -0.20 0.0054
H 3.5197 -3.5520 -1.5694 0.04 0.09 -0.02 0.0262
H 4.1793 -1.9579 -1.1651 -0.01 -0.07 -0.08 0.0126
H 4.2502 -2.5493 -2.8411 -0.03 -0.02 0.10 0.0258
N 5.4661 3.7892 -1.0965 0.04 0.08 -0.05 0.1472
C 5.0382 2.8918 -0.5221 -0.26 -0.56 0.35 -0.1703
C 4.5027 1.7498 0.2036 0.27 0.67 -0.41 -0.1957
C 5.3403 0.8723 0.8698 0.28 -0.18 0.13 -0.0144
C 4.7804 -0.1998 1.5374 0.11 0.04 -0.02 -0.0360
C 3.4049 -0.3499 1.5088 -0.27 0.04 -0.08 -0.0998
N 2.5938 0.4968 0.8732 0.70 0.27 -0.12 0.0140
C 3.1360 1.5319 0.2338 -0.38 -0.26 0.19 -0.0857
H 6.4103 1.0319 0.8584 0.00 -0.01 0.01 0.1209
H 5.3947 -0.9123 2.0692 0.00 0.01 0.00 0.1088
H 2.9200 -1.1846 2.0053 -0.01 0.02 -0.02 0.1195
H 2.4566 2.2037 -0.2756 -0.04 -0.03 0.03 0.1073
O -3.0937 -0.6103 1.6886 0.27 0.10 -0.07 -0.1135
C -2.2239 -0.5393 0.8218 -1.28 -0.27 -0.03 -0.3672
C -3.7675 3.8420 -0.6753 0.00 0.00 0.02 -0.1209
N -2.6639 2.9702 -0.2967 -0.26 0.10 0.37 -0.2822
C -2.5093 2.8862 1.1653 -0.18 0.07 -0.14 -0.0747
P -1.2900 2.9157 -1.2036 0.59 -0.67 0.34 0.5212
O -0.3460 1.8664 -0.7070 -0.18 0.19 0.07 -0.3468
N -0.4943 4.3570 -1.2876 0.23 0.36 0.00 -0.2974
C -1.0876 5.5374 -1.8892 0.07 -0.03 0.00 -0.1186
C 0.7201 4.6184 -0.5242 -0.11 0.16 -0.08 -0.0874
N -1.8798 2.7586 -2.7366 -0.08 -0.32 -0.55 -0.2967
C -2.9729 1.8245 -3.0271 0.09 0.06 -0.03 -0.1052
C -0.8839 2.7645 -3.8135 -0.17 0.08 0.08 -0.0962
H -4.7092 3.4045 -0.3349 -0.01 -0.01 0.04 0.0836
H -3.8242 3.9649 -1.7558 0.02 -0.01 0.06 0.0659
H -3.6700 4.8325 -0.2139 -0.01 0.01 -0.01 0.0818
H -3.3509 2.3461 1.5980 -0.05 0.00 -0.02 0.0892
H -2.4528 3.8887 1.6041 -0.01 0.00 0.00 0.0920
H -1.6137 2.3523 1.4413 0.17 -0.11 -0.04 0.0464
H -1.9656 5.2728 -2.4739 0.00 -0.03 0.02 0.0667
H -0.3717 6.0203 -2.5633 0.03 -0.01 0.02 0.0828
H -1.3778 6.2709 -1.1302 -0.01 0.02 0.03 0.0814
H 1.0030 3.7485 0.0504 -0.02 -0.13 0.06 0.0342
H 0.5532 5.4364 0.1836 0.01 0.00 0.00 0.0889
H 1.5434 4.9041 -1.1885 -0.03 0.00 -0.03 0.0866
H -3.6161 1.6819 -2.1640 0.02 0.03 0.01 0.0544
H -2.5869 0.8437 -3.3165 0.02 -0.02 -0.02 0.0869
H -3.5738 2.2154 -3.8513 0.01 0.03 -0.05 0.0872
H -0.0646 3.4416 -3.5826 -0.01 0.00 0.06 0.0776
H -1.3536 3.0975 -4.7411 -0.05 0.00 -0.01 0.0830
H -0.4740 1.7641 -3.9734 0.03 -0.04 -0.01 0.0713
F 1.7653 2.2017 4.1095 -0.12 0.02 -0.14 0.1352
B 0.6995 2.0476 3.2400 0.05 -0.17 -0.03 -1.2232
F 0.5548 0.6144 2.9403 0.00 0.36 0.69 -0.0740
F -0.4979 2.5128 3.7530 0.15 -0.02 -0.01 0.1412
F 0.9627 2.6469 1.9800 -0.06 -0.03 0.18 0.0804
F -8.2711 -1.9556 -1.1788 -0.02 0.01 -0.01 0.0202
C -6.9381 -1.6988 -1.0667 -0.09 -0.02 0.00 -0.3027
C -6.0407 -2.6909 -1.3871 0.25 -0.01 0.00 -0.0252
C -4.6801 -2.4121 -1.2689 -0.08 -0.12 -0.01 -0.0306
C -4.2157 -1.1681 -0.8470 0.06 0.03 0.11 -0.2440
C -2.7648 -0.8707 -0.6718 0.26 -0.05 -0.03 -0.1696
C -5.1706 -0.2056 -0.5136 -0.11 0.11 0.01 -0.0368
C -6.5338 -0.4573 -0.6289 0.16 0.15 0.06 -0.0167
H -6.4010 -3.6563 -1.7197 0.03 0.02 0.01 0.1087
H -3.9585 -3.1859 -1.5101 -0.03 0.02 0.01 0.1089
H -2.4720 0.0135 -1.2454 0.01 -0.05 0.01 0.0532
H -2.1383 -1.6931 -1.0438 -0.05 0.05 0.01 0.0914
H -4.8314 0.7602 -0.1470 -0.03 -0.09 -0.02 0.1010
H -7.2758 0.2871 -0.3678 0.02 -0.01 -0.01 0.1102
```
Positions in Å, forces in eV/Å.

Relative energy (zero: lowest compared OMol25 entry of this formula, charge and spin)   117.4 kJ/mol
HOMO   -0.1261 Eh
E_tot   -3497.826961 a.u.
Strongest force on any atom   1.307 eV Å⁻¹
Charge   -1
LUMO level   2.177 eV
Kohn-Sham gap   5.61 eV



# 2
Computed, not measured: a structure of composition C29H43BN7S3Sn at a distorted geometry, with the ωB97M-V functional and the def2-TZVPD basis.

```
84
Properties=species:S:1:pos:R:3:forces:R:3:lowdin_charge:R:1
Sn -0.0687 0.1400 0.8349 -0.23 -0.13 0.16 0.7309
C 4.0413 -4.2669 -0.6692 0.01 -0.05 -0.01 -0.0491
C 3.6275 -2.8522 -0.2789 -0.20 -0.01 -0.06 -0.5321
C 4.8759 -1.9796 -0.2035 0.02 0.03 -0.04 -0.0332
C 2.8773 -2.9139 1.0526 -0.01 -0.01 -0.03 -0.0346
N 2.6983 -2.3146 -1.3459 0.30 0.00 0.05 0.0245
C 2.3197 -3.0178 -2.4752 -0.01 0.03 0.23 -0.0121
C 1.5167 -2.2132 -3.1964 -0.06 0.13 0.07 -0.0330
N 1.4007 -1.0172 -2.5239 -0.01 0.23 -0.24 0.0266
B 0.4540 0.0792 -3.0977 -0.13 -0.05 0.16 -0.5539
N 0.8277 1.4967 -2.5875 -0.12 -0.10 -0.20 0.0257
C 1.9369 2.1132 -3.1206 -0.10 -0.09 0.06 -0.0377
C 2.0888 3.2977 -2.5026 -0.18 0.10 0.11 -0.0143
N 1.0553 3.4207 -1.5902 0.12 0.14 0.24 0.0234
C 0.2954 2.3018 -1.6487 0.23 0.07 -0.14 -0.6492
S -1.1113 1.9692 -0.6798 0.21 -0.15 0.09 0.6837
C 0.9150 4.5823 -0.6302 -0.01 -0.08 -0.16 -0.5331
C 1.0975 4.0766 0.7999 0.01 -0.05 0.00 -0.0331
C 2.0113 5.5978 -0.9404 0.03 0.01 0.02 -0.0486
C -0.4394 5.2545 -0.8332 -0.01 0.04 -0.05 -0.0364
N -1.0422 -0.2605 -2.8213 0.28 -0.13 -0.29 0.0245
C -2.0089 0.1973 -3.6888 0.10 0.04 0.09 -0.0331
C -3.1988 -0.2649 -3.2626 -0.02 0.01 0.16 -0.0132
N -2.9664 -1.0079 -2.1203 -0.14 -0.24 -0.04 0.0261
C -1.6361 -1.0009 -1.8743 -0.11 0.13 0.13 -0.6297
S -0.8464 -1.7969 -0.5364 -0.12 -0.01 -0.13 0.7144
C -4.0440 -1.7603 -1.3702 0.09 0.17 -0.03 -0.5335
C -4.1170 -1.2372 0.0629 -0.02 0.02 0.01 -0.0380
C -3.7493 -3.2555 -1.4340 0.03 -0.03 0.00 -0.0324
C -5.3829 -1.4966 -2.0528 -0.05 0.03 -0.01 -0.0493
C 2.1329 -1.0862 -1.3987 -0.22 -0.29 -0.02 -0.6488
S 2.2771 0.1614 -0.1988 0.03 0.10 0.04 0.6821
H 4.7283 -4.6263 0.0952 -0.01 -0.03 -0.01 0.0981
H 4.5673 -4.2972 -1.6244 0.01 0.02 0.02 0.0923
H 3.1921 -4.9519 -0.6999 0.01 0.02 0.01 0.0954
H 5.5475 -2.3956 0.5486 -0.01 0.01 -0.02 0.0988
H 4.6449 -0.9553 0.0797 0.01 -0.03 0.01 0.0401
H 5.3971 -1.9753 -1.1628 0.00 0.01 0.02 0.0969
H 3.4808 -3.4772 1.7657 -0.02 0.04 0.01 0.0997
H 1.9234 -3.4321 0.9310 0.03 0.00 0.01 0.0976
H 2.6894 -1.9265 1.4672 0.01 -0.05 -0.01 0.0299
H 2.6341 -4.0248 -2.6687 0.03 0.04 0.00 0.1219
H 1.0123 -2.3888 -4.1305 0.02 0.03 0.01 0.1359
H 0.5947 0.0730 -4.2945 0.01 0.02 0.11 0.1322
H 2.5244 1.6519 -3.8952 -0.04 0.00 0.01 0.1371
H 2.8267 4.0603 -2.6545 -0.01 -0.01 0.02 0.1210
H 1.9999 3.4659 0.8755 0.01 0.03 0.02 0.0921
H 0.2419 3.4928 1.1329 0.03 0.03 0.02 0.0398
H 1.2083 4.9323 1.4670 -0.02 -0.03 -0.01 0.0990
H 3.0101 5.2009 -0.7517 -0.02 -0.01 0.00 0.0945
H 1.8656 6.4491 -0.2776 0.02 0.00 -0.01 0.0978
H 1.9537 5.9642 -1.9664 -0.02 0.01 0.03 0.0937
H -1.2691 4.5934 -0.5965 0.02 0.02 0.01 0.0381
H -0.5435 5.6016 -1.8629 0.00 0.00 0.02 0.0976
H -0.4950 6.1225 -0.1747 -0.03 -0.02 -0.02 0.0980
H -1.7647 0.8201 -4.5310 0.02 -0.04 0.00 0.1352
H -4.1787 -0.1182 -3.6732 0.03 -0.03 0.00 0.1212
H -3.2218 -1.4656 0.6362 0.00 -0.02 0.00 0.0402
H -4.9684 -1.7058 0.5578 0.03 0.02 0.02 0.0994
H -4.2746 -0.1558 0.0661 -0.01 -0.03 -0.01 0.0961
H -2.8356 -3.5177 -0.9056 -0.01 0.01 0.00 0.0449
H -3.6682 -3.5837 -2.4721 -0.01 -0.01 0.02 0.0970
H -4.5735 -3.7969 -0.9677 0.02 0.01 -0.02 0.0985
H -5.6355 -0.4350 -2.0684 -0.01 -0.03 0.04 0.0933
H -6.1497 -2.0077 -1.4725 0.00 0.00 -0.03 0.0982
H -5.4193 -1.8919 -3.0695 0.03 0.00 0.03 0.0939
C -2.7218 1.1238 3.0949 0.05 -0.02 0.11 -0.0564
C -1.8224 0.5823 4.1676 0.13 -0.21 -0.23 -0.2207
C -2.0384 0.8829 5.4979 0.08 -0.02 0.23 -0.0559
C -1.1767 0.4101 6.4830 -0.05 0.03 0.01 -0.0738
C -0.0672 -0.3512 6.1408 -0.11 0.12 0.03 -0.0539
C 0.1923 -0.6638 4.8179 -0.09 -0.06 -0.37 -0.2144
C 1.3960 -1.4781 4.4352 -0.06 0.00 0.10 -0.0516
C -0.7144 -0.2348 3.8088 0.08 0.55 0.69 -0.3791
N -0.5487 -0.6827 2.5382 0.12 -0.28 -1.02 -0.1775
H -3.6263 1.5532 3.5243 0.02 0.03 -0.01 0.0818
H -3.0012 0.3485 2.3809 -0.01 -0.03 0.02 0.0506
H -2.2115 1.9153 2.5299 0.00 0.00 -0.03 0.0666
H -2.8922 1.4895 5.7771 0.01 0.00 0.00 0.1091
H -1.3694 0.6435 7.5224 0.00 0.01 -0.01 0.1028
H 0.6105 -0.6941 6.9138 -0.01 -0.01 -0.01 0.1109
H 2.1646 -1.4133 5.2051 -0.01 -0.02 0.01 0.0788
H 1.8108 -1.1441 3.4835 0.00 0.06 0.03 0.0443
H 1.1333 -2.5315 4.3080 -0.01 0.01 -0.03 0.0893
```
Positions in Å, forces in eV/Å.

Relative energy (zero: lowest compared OMol25 entry of this formula, charge and spin)   0.0 kJ/mol
HOMO (spin up / spin down)   -0.3370 / -0.3371 Eh
E_tot   -2947.830409 a.u.
Strongest force on any atom   1.065 eV Å⁻¹
Charge   +1
LUMO level (spin up / spin down)   -3.412 / -3.412 eV
Kohn-Sham gap (spin up / spin down)   5.76 / 5.76 eV